1:
{"formula": "C7H8NO3", "method": "ωB97M-V/def2-TZVPD", "total_charge": -1, "homo_energy_ev": -3.5, "smiles": "C\\C(O)=C/C=C\\N=C/C(=O)[O-]", "homo_lumo_gap_ev": 7.32, "lumo_ev": 3.786, "symbols": ["C", "C", "O", "C", "C", "C", "N", "C", "C", "O", "O", "H", "H", "H", "H", "H", "H", "H", "H"], "positions_angstrom": [[2.28, -1.37, -0.14], [0.94, -1.29, 0.50], [0.47, -2.44, 0.89], [0.36, -0.04, 0.69], [0.68, 1.36, 0.31], [-0.28, 2.29, 0.06], [-1.54, 2.03, 0.21], [-2.28, 1.01, 0.00], [-2.09, -0.21, -0.91], [-1.78, 0.07, -2.09], [-2.13, -1.32, -0.42], [2.32, -0.55, -0.89], [2.51, -2.27, -0.74], [3.09, -1.04, 0.52], [-0.44, -2.47, 0.67], [-0.62, -0.14, 1.21], [1.69, 1.82, 0.15], [0.07, 3.34, -0.33], [-3.27, 1.24, 0.32]]}



2:
{"formula": "C7H8NO3", "method": "ωB97M-V/def2-TZVPD", "total_charge": -1, "homo_energy_ev": -3.3, "smiles": "CCCc1ncc(=O)oc1[O-]", "homo_lumo_gap_ev": 7.15, "lumo_ev": 3.894, "symbols": ["C", "C", "C", "C", "N", "C", "C", "O", "O", "C", "O", "H", "H", "H", "H", "H", "H", "H", "H"], "positions_angstrom": [[-2.05, -0.32, -1.06], [-1.89, 0.88, -0.14], [-0.90, 0.41, 1.03], [0.46, 0.04, 0.62], [0.82, -1.24, 0.70], [2.02, -1.58, 0.36], [3.03, -0.54, -0.22], [4.15, -0.76, -0.68], [2.58, 0.75, -0.26], [1.25, 1.05, 0.10], [0.85, 2.20, -0.04], [-1.34, -0.19, -1.73], [-3.03, -0.26, -1.57], [-1.90, -1.16, -0.40], [-1.41, 1.71, -0.53], [-2.93, 1.02, 0.18], [-0.75, 1.11, 1.77], [-1.51, -0.52, 1.47], [2.54, -2.60, 0.40]]}



Computed stability ranking, most favorable first: 2, 1



1:
{"formula": "C2HClN2O2", "method": "ωB97M-V/def2-TZVPD", "homo_energy_ev": [-8.7, -8.7], "smiles": "[O-][n+]1oncc1Cl", "homo_lumo_gap_ev": [8.36, 8.34], "lumo_ev": [-0.319, -0.334], "symbols": ["O", "N", "O", "N", "C", "C", "Cl", "H"], "positions_angstrom": [[-3.64, -1.12, -0.08], [-2.45, -0.98, -0.03], [-1.51, -1.93, 0.14], [-0.27, -1.49, 0.00], [-0.23, -0.12, -0.09], [-1.45, 0.43, 0.08], [-2.32, 1.83, 0.00], [0.76, 0.43, -0.18]]}



2:
{"formula": "C2HClN2O2", "method": "ωB97M-V/def2-TZVPD", "homo_energy_ev": [-11.5, -11.5], "homo_lumo_gap_ev": [7.26, 7.22], "lumo_ev": [-4.257, -4.270], "symbols": ["C", "C", "N", "N", "O", "O", "Cl", "H"], "positions_angstrom": [[-0.19, -1.18, 1.05], [0.21, -0.07, 0.37], [-0.54, -2.05, 1.68], [0.94, 0.94, 1.03], [1.16, 1.87, 0.31], [1.38, 0.73, 2.16], [-2.05, 0.90, 1.01], [0.23, 0.00, -0.62]]}



Computed stability ranking, most favorable first: 2, 1



1:
{"formula": "C2H2ClF2I", "method": "ωB97M-V/def2-TZVPD", "homo_energy_ev": [-8.8, -8.8], "homo_lumo_gap_ev": [8.34, 8.34], "lumo_ev": [-0.446, -0.448], "symbols": ["C", "C", "F", "F", "Cl", "I", "H", "H"], "positions_angstrom": [[1.19, 0.34, -0.46], [-0.92, -0.24, 0.44], [1.78, -0.75, -0.93], [-0.84, -0.41, 1.77], [-1.29, -1.80, -0.30], [-2.31, 1.23, -0.13], [1.03, 1.23, -1.05], [1.36, 0.40, 0.65]]}



2:
{"formula": "C2H2ClF2I", "method": "ωB97M-V/def2-TZVPD", "homo_energy_ev": -10.1, "homo_lumo_gap_ev": 10.09, "lumo_ev": 0.017, "symbols": ["C", "C", "F", "F", "Cl", "I", "H", "H"], "positions_angstrom": [[0.69, 0.37, -0.16], [-0.60, -0.34, 0.24], [1.69, -0.49, 0.08], [-0.65, -0.78, 1.49], [-0.89, -1.69, -0.82], [-2.03, 1.20, -0.22], [0.80, 0.56, -1.16], [0.97, 1.16, 0.55]]}



Computed stability ranking, most favorable first: 2, 1



1:
{"formula": "CH3NOP2S", "method": "ωB97M-V/def2-TZVPD", "homo_energy_ev": [-5.8, -8.8], "homo_lumo_gap_ev": [6.15, 5.45], "multiplicity": 3, "lumo_ev": [0.388, -3.390], "symbols": ["C", "N", "O", "P", "P", "S", "H", "H", "H"], "positions_angstrom": [[0.83, 0.62, 1.01], [-0.15, 0.67, 1.80], [0.04, -1.68, -0.23], [1.26, -0.61, -0.28], [-1.41, -2.04, 0.82], [-1.47, -0.26, 2.01], [1.57, 1.41, 1.14], [0.71, 0.25, -1.26], [-2.29, -1.56, -0.16]]}



2:
{"formula": "CH3NOP2S", "method": "ωB97M-V/def2-TZVPD", "homo_energy_ev": [-5.9, -9.5], "homo_lumo_gap_ev": [6.03, 6.86], "multiplicity": 3, "lumo_ev": [0.085, -2.652], "symbols": ["C", "N", "O", "P", "P", "S", "H", "H", "H"], "positions_angstrom": [[1.36, 0.04, -1.58], [1.50, -0.36, -0.34], [-0.33, -0.21, 1.48], [1.27, -0.33, 1.18], [-1.77, 0.22, 0.71], [1.13, 1.61, -1.99], [1.48, -0.73, -2.34], [-2.28, 0.78, 1.89], [-2.37, -1.02, 0.98]]}



Computed stability ranking, most favorable first: 2, 1



1:
{"formula": "C4H13N2", "method": "ωB97M-V/def2-TZVPD", "total_charge": 1, "homo_energy_ev": -14.1, "smiles": "C[C@H]([NH3+])CCN", "homo_lumo_gap_ev": 11.09, "lumo_ev": -2.972, "symbols": ["C", "C", "N", "C", "C", "N", "H", "H", "H", "H", "H", "H", "H", "H", "H", "H", "H", "H", "H"], "positions_angstrom": [[-1.30, -1.46, -1.15], [-0.64, -0.29, -0.35], [-0.19, 0.71, -1.31], [0.55, -0.78, 0.49], [0.79, 0.33, 1.69], [1.01, 1.70, 1.02], [-0.57, -2.33, -1.32], [-1.81, -1.22, -2.11], [-2.07, -1.95, -0.60], [-1.52, 0.05, 0.26], [-0.85, 1.28, -1.80], [0.37, 0.25, -2.05], [0.44, 1.17, -0.59], [0.41, -1.85, 0.91], [1.49, -0.77, -0.13], [1.66, 0.21, 2.32], [-0.09, 0.53, 2.37], [1.98, 2.06, 0.98], [0.34, 2.37, 1.37]]}



2:
{"formula": "C4H13N2", "method": "ωB97M-V/def2-TZVPD", "total_charge": 1, "homo_energy_ev": -13.8, "homo_lumo_gap_ev": 6.04, "lumo_ev": -7.785, "symbols": ["C", "C", "C", "C", "N", "N", "H", "H", "H", "H", "H", "H", "H", "H", "H", "H", "H", "H", "H"], "positions_angstrom": [[0.43, -2.67, 0.07], [0.65, -1.14, 0.26], [-0.29, -0.30, -0.52], [-1.22, 0.46, 0.34], [-0.70, 1.43, 1.31], [0.66, 2.55, -1.00], [-0.30, -3.18, 0.72], [1.35, -3.24, -0.01], [0.15, -2.71, -0.99], [1.73, -0.93, 0.01], [0.59, -0.91, 1.32], [-0.85, -0.73, -1.35], [-1.94, 0.96, -0.31], [-1.89, -0.14, 0.97], [-0.23, 1.02, 2.10], [1.65, 2.41, -0.99], [-0.18, 2.20, 0.90], [0.10, 1.71, -1.15], [0.28, 3.19, -1.69]]}



3:
{"formula": "C4H13N2", "method": "ωB97M-V/def2-TZVPD", "total_charge": 1, "homo_energy_ev": -14.8, "homo_lumo_gap_ev": 5.82, "lumo_ev": -8.994, "symbols": ["C", "C", "C", "C", "N", "N", "H", "H", "H", "H", "H", "H", "H", "H", "H", "H", "H", "H", "H"], "positions_angstrom": [[-0.50, -1.58, 1.58], [-0.19, -1.02, 0.21], [-0.70, 0.43, 0.15], [-0.66, 1.13, -1.21], [0.61, 1.76, -1.55], [1.19, -1.23, -0.13], [-0.47, -0.83, 2.36], [0.13, -2.46, 1.83], [-1.46, -2.05, 1.70], [-0.68, -1.61, -0.58], [-1.73, 0.40, 0.49], [-0.13, 1.02, 0.90], [-1.45, 1.89, -1.26], [-0.91, 0.39, -1.98], [0.62, 2.75, -1.33], [1.39, 1.39, -1.00], [1.34, -0.94, -1.11], [1.81, 0.98, 0.63], [1.78, -0.40, 0.29]]}



Computed stability ranking, most favorable first: 1, 2, 3



1:
{"formula": "C4H13N2", "method": "ωB97M-V/def2-TZVPD", "total_charge": 1, "homo_energy_ev": -13.9, "smiles": "CC[NH2+]CCN", "homo_lumo_gap_ev": 10.81, "lumo_ev": -3.092, "symbols": ["C", "C", "N", "C", "C", "N", "H", "H", "H", "H", "H", "H", "H", "H", "H", "H", "H", "H", "H"], "positions_angstrom": [[-0.99, -2.58, 0.66], [-0.84, -1.14, 1.20], [-0.60, -0.20, 0.03], [0.87, 0.09, -0.31], [1.33, 1.60, -0.44], [0.27, 2.27, -1.11], [-0.08, -2.98, 0.34], [-1.42, -3.20, 1.48], [-1.71, -2.53, -0.08], [-1.62, -0.77, 1.85], [0.10, -1.13, 1.89], [-0.99, 0.69, 0.41], [-1.08, -0.55, -0.89], [0.95, -0.35, -1.42], [1.57, -0.47, 0.33], [2.22, 1.53, -1.03], [1.58, 1.88, 0.70], [0.39, 2.42, -2.05], [0.14, 3.14, -0.66]]}



2:
{"formula": "C4H13N2", "method": "ωB97M-V/def2-TZVPD", "total_charge": 1, "homo_energy_ev": -13.5, "smiles": "C[NH2+][C@@H](C)CN", "homo_lumo_gap_ev": 10.33, "lumo_ev": -3.186, "symbols": ["C", "N", "C", "C", "C", "N", "H", "H", "H", "H", "H", "H", "H", "H", "H", "H", "H", "H", "H"], "positions_angstrom": [[-0.26, -1.24, -2.07], [-0.14, -1.13, -0.60], [0.03, 0.33, 0.03], [-1.43, 0.64, 0.46], [1.04, 0.33, 1.18], [1.32, 1.72, 1.43], [-0.17, -2.26, -2.45], [0.68, -0.90, -2.51], [-0.99, -0.63, -2.59], [-1.02, -1.52, -0.27], [0.56, -1.74, -0.18], [0.25, 0.97, -0.82], [-1.65, 1.69, 0.49], [-1.70, 0.08, 1.35], [-2.12, 0.15, -0.24], [0.88, -0.32, 2.07], [1.97, -0.18, 0.84], [0.57, 2.17, 1.95], [2.18, 1.85, 1.94]]}



3:
{"formula": "C4H13N2", "method": "ωB97M-V/def2-TZVPD", "total_charge": 1, "homo_energy_ev": -13.7, "smiles": "C[NH2+][C@H](C)CN", "homo_lumo_gap_ev": 10.51, "lumo_ev": -3.194, "symbols": ["C", "N", "C", "C", "C", "N", "H", "H", "H", "H", "H", "H", "H", "H", "H", "H", "H", "H", "H"], "positions_angstrom": [[-0.26, 1.69, -1.75], [-0.70, 0.89, -0.54], [0.33, -0.10, 0.07], [0.27, -1.35, -0.82], [-0.01, -0.26, 1.52], [0.76, -1.27, 2.23], [-0.68, 2.69, -1.68], [0.81, 1.79, -1.61], [-0.47, 1.16, -2.67], [-1.47, 0.27, -0.76], [-0.98, 1.56, 0.17], [1.26, 0.39, -0.21], [1.02, -2.09, -0.55], [-0.72, -1.82, -0.77], [0.45, -1.03, -1.85], [-1.08, -0.51, 1.60], [0.11, 0.74, 1.97], [0.12, -1.93, 2.64], [1.23, -0.84, 3.03]]}



Computed stability ranking, most favorable first: 3, 2, 1



1:
{"formula": "C21H29N5O", "method": "ωB97M-V/def2-TZVPD", "homo_energy_ev": -7.2, "smiles": "CCN(CC)c1ccc(NC(=O)CN2CCN(c3ccccn3)CC2)cc1", "homo_lumo_gap_ev": 7.86, "lumo_ev": 0.658, "symbols": ["C", "C", "N", "C", "C", "C", "C", "C", "C", "N", "C", "O", "C", "N", "C", "C", "N", "C", "C", "C", "C", "C", "N", "C", "C", "C", "C", "H", "H", "H", "H", "H", "H", "H", "H", "H", "H", "H", "H", "H", "H", "H", "H", "H", "H", "H", "H", "H", "H", "H", "H", "H", "H", "H", "H", "H"], "positions_angstrom": [[-5.76, -3.14, 0.66], [-5.87, -2.12, -0.48], [-5.70, -0.76, -0.03], [-6.90, -0.07, 0.38], [-7.56, 0.70, -0.77], [-4.46, -0.17, 0.03], [-3.28, -0.90, -0.16], [-2.04, -0.32, -0.10], [-1.91, 1.04, 0.16], [-0.67, 1.71, 0.24], [0.58, 1.21, 0.06], [0.83, 0.06, -0.22], [1.64, 2.32, 0.25], [3.04, 2.00, 0.23], [3.65, 1.66, -1.04], [3.72, 0.14, -1.29], [4.39, -0.49, -0.18], [5.74, -0.70, -0.12], [6.56, -0.74, -1.27], [7.90, -1.03, -1.12], [8.41, -1.28, 0.15], [7.53, -1.22, 1.21], [6.25, -0.94, 1.09], [3.66, -0.28, 1.05], [3.58, 1.23, 1.33], [-3.07, 1.79, 0.35], [-4.31, 1.20, 0.28], [-6.52, -2.95, 1.42], [-5.91, -4.15, 0.27], [-4.79, -3.08, 1.13], [-6.87, -2.20, -0.93], [-5.14, -2.35, -1.26], [-7.60, -0.81, 0.76], [-6.67, 0.62, 1.20], [-6.87, 1.44, -1.18], [-7.83, 0.02, -1.57], [-8.45, 1.20, -0.42], [-3.32, -1.96, -0.34], [-1.15, -0.91, -0.25], [-0.75, 2.69, 0.46], [1.43, 2.81, 1.21], [1.46, 3.07, -0.54], [3.11, 2.16, -1.84], [4.68, 2.05, -1.01], [4.23, -0.06, -2.23], [2.71, -0.26, -1.34], [6.16, -0.55, -2.25], [8.54, -1.06, -1.98], [9.46, -1.50, 0.30], [7.86, -1.40, 2.23], [4.18, -0.78, 1.86], [2.66, -0.69, 0.92], [2.99, 1.42, 2.23], [4.60, 1.59, 1.51], [-2.99, 2.85, 0.55], [-5.17, 1.84, 0.42]]}



2:
{"formula": "C21H29N5O", "method": "ωB97M-V/def2-TZVPD", "homo_energy_ev": -8.6, "smiles": "CO[C@@H](CN)N=C(C)C.c1ccncc1.c1ccncc1.c1ccncc1", "homo_lumo_gap_ev": 9.37, "lumo_ev": 0.814, "symbols": ["C", "O", "C", "C", "N", "N", "C", "C", "C", "H", "H", "H", "H", "H", "H", "H", "H", "H", "H", "H", "H", "H", "H", "C", "C", "C", "N", "C", "C", "H", "H", "H", "H", "H", "C", "C", "C", "N", "C", "C", "H", "H", "H", "H", "H", "C", "C", "C", "N", "C", "C", "H", "H", "H", "H", "H"], "positions_angstrom": [[0.72, 0.68, 2.21], [-0.73, 0.52, 2.04], [-1.48, 1.58, 2.80], [-1.27, 3.08, 2.15], [-0.22, 3.91, 2.91], [-2.91, 1.20, 3.10], [-3.75, 1.38, 2.04], [-5.30, 1.87, 2.43], [-3.46, 1.11, 0.45], [1.16, 0.90, 1.12], [1.05, 1.54, 2.93], [1.17, -0.35, 2.59], [-0.93, 1.62, 3.86], [-0.78, 2.90, 1.08], [-2.25, 3.72, 2.07], [-0.70, 4.83, 3.15], [0.59, 4.14, 2.27], [-5.48, 3.01, 2.22], [-6.01, 1.18, 1.76], [-5.56, 1.56, 3.55], [-4.51, 0.83, -0.04], [-2.65, 0.29, 0.23], [-3.15, 2.13, -0.08], [-5.62, -3.11, -3.04], [-4.83, -3.47, -1.95], [-4.14, -2.47, -1.29], [-4.18, -1.17, -1.64], [-4.95, -0.85, -2.71], [-5.68, -1.78, -3.43], [-6.17, -3.87, -3.59], [-4.75, -4.50, -1.63], [-3.51, -2.70, -0.43], [-4.96, 0.20, -2.97], [-6.29, -1.47, -4.27], [6.35, 1.34, 0.93], [5.80, 0.86, -0.25], [4.46, 1.12, -0.49], [3.66, 1.82, 0.35], [4.23, 2.27, 1.49], [5.56, 2.06, 1.82], [7.40, 1.15, 1.16], [6.39, 0.29, -0.96], [3.98, 0.77, -1.40], [3.57, 2.83, 2.15], [5.96, 2.45, 2.75], [4.09, -4.39, -2.59], [3.89, -3.61, -3.72], [3.81, -2.23, -3.56], [3.91, -1.61, -2.36], [4.10, -2.41, -1.28], [4.20, -3.79, -1.35], [4.16, -5.47, -2.69], [3.81, -4.05, -4.71], [3.66, -1.57, -4.41], [4.17, -1.88, -0.33], [4.35, -4.37, -0.45]]}



Computed stability ranking, most favorable first: 1, 2